{"formula": "C24H21BClCsN10O6", "method": "wB97M-V/def2-TZVPD", "elements": ["Cs", "C", "C", "N", "N", "C", "B", "N", "C", "C", "C", "N", "N", "C", "C", "C", "N", "N", "C", "C", "C", "N", "H", "H", "H", "H", "H", "H", "H", "H", "H", "H", "H", "H", "O", "C", "C", "O", "C", "C", "O", "C", "O", "O", "C", "C", "C", "C", "N", "C", "C", "H", "H", "H", "H", "H", "H", "H", "Cl", "C", "H", "H", "O", "N"], "coordinates": [[-0.14969, 0.18753, -0.64776], [-1.42949, 3.73561, -4.26555], [-0.44682, 2.90972, -3.69660], [-0.97161, 1.78610, -3.23132], [-2.29125, 1.85984, -3.49374], [-2.59505, 3.01932, -4.10880], [-3.24306, 0.75347, -3.00668], [-3.23481, 0.71405, -1.46839], [-3.57411, -0.32635, -0.67022], [-3.55120, 0.10996, 0.63448], [-3.19457, 1.46872, 0.52650], [-3.01291, 1.82859, -0.73674], [-2.81128, -0.64430, -3.51542], [-3.26075, -1.33537, -4.58405], [-2.52920, -2.49777, -4.68003], [-1.63111, -2.42478, -3.60295], [-1.79958, -1.30979, -2.91093], [-4.67791, 1.09313, -3.46721], [-5.70741, 1.47125, -2.67955], [-6.77517, 1.77761, -3.49194], [-6.28635, 1.55493, -4.79041], [-5.02531, 1.15219, -4.77224], [-1.30989, 4.70283, -4.72234], [0.61462, 3.08563, -3.60510], [-3.60682, 3.24369, -4.39907], [-3.78441, -1.29578, -1.09096], [-3.72324, -0.45637, 1.53312], [-3.04857, 2.18846, 1.31701], [-4.05122, -0.93640, -5.19532], [-2.63213, -3.27790, -5.41441], [-0.87576, -3.13260, -3.29629], [-5.60427, 1.50495, -1.60775], [-7.75337, 2.11076, -3.19115], [-6.79514, 1.67237, -5.73511], [-1.31294, -3.28922, 5.07224], [-0.57097, -2.53844, 4.48056], [-0.98159, -1.36677, 3.61870], [-2.11847, -1.00774, 3.39703], [0.27138, -0.73793, 3.08717], [1.44627, -1.50418, 3.60111], [2.61201, -1.25627, 3.33979], [0.93959, -2.61706, 4.47195], [1.61020, -3.43979, 5.05754], [0.34514, 0.24221, 2.35643], [-0.08113, -5.90008, 3.34287], [0.02587, -4.86263, 2.26614], [1.26361, -4.42371, 1.80197], [1.31850, -3.41600, 0.85540], [0.23837, -2.82471, 0.34108], [-0.94625, -3.24835, 0.78041], [-1.09894, -4.24910, 1.72724], [0.65552, -6.69076, 3.19818], [-1.07690, -6.33947, 3.37393], [0.11302, -5.43345, 4.31210], [2.17944, -4.84182, 2.20048], [2.27688, -3.04992, 0.50228], [-1.82178, -2.75677, 0.36645], [-2.09078, -4.52606, 2.06209], [2.67092, 2.46464, 0.48290], [3.27660, 1.00758, 1.29128], [2.60660, 0.75248, 2.11151], [4.30763, 1.14536, 1.60547], [4.11962, -0.82490, 0.32271], [3.16341, -0.11231, 0.32204]], "atomic_forces_ev_per_a": [[-0.04, 0.05, -0.07], [0.00, -0.01, -0.01], [-0.02, 0.02, 0.00], [0.04, 0.01, -0.02], [-0.03, -0.01, -0.02], [0.02, 0.01, 0.02], [0.00, 0.00, -0.04], [-0.02, -0.03, 0.06], [0.00, 0.02, 0.02], [0.01, 0.03, -0.04], [0.00, -0.02, -0.02], [-0.01, -0.04, 0.04], [0.02, 0.00, 0.01], [-0.01, 0.01, -0.01], [0.00, 0.00, 0.01], [0.01, 0.00, -0.01], [-0.03, 0.03, 0.03], [0.03, 0.02, -0.04], [-0.03, 0.00, 0.02], [0.02, -0.01, 0.00], [0.01, 0.02, -0.01], [-0.02, -0.03, 0.01], [0.00, 0.00, 0.00], [0.00, -0.01, 0.00], [0.00, 0.00, 0.00], [0.00, 0.01, -0.01], [0.00, -0.01, 0.00], [0.00, 0.00, 0.00], [-0.01, 0.00, 0.00], [0.00, 0.00, 0.00], [0.01, 0.00, 0.00], [0.00, 0.00, 0.00], [0.00, 0.00, 0.00], [0.00, 0.00, 0.00], [0.00, 0.01, -0.02], [-0.03, -0.01, 0.05], [0.02, 0.02, -0.04], [0.00, 0.00, 0.01], [0.07, -0.04, 0.10], [-0.03, 0.05, -0.04], [0.01, -0.01, 0.01], [0.05, 0.00, 0.02], [-0.03, 0.00, -0.01], [-0.04, -0.03, 0.02], [0.04, 0.04, 0.02], [0.00, 0.01, -0.03], [-0.04, -0.03, 0.02], [0.03, 0.03, -0.02], [-0.01, -0.01, 0.01], [-0.01, -0.03, 0.01], [-0.02, 0.00, 0.01], [0.00, -0.01, 0.00], [-0.01, 0.00, -0.01], [-0.01, -0.02, 0.00], [0.01, 0.01, 0.00], [0.00, -0.01, 0.00], [0.03, 0.03, -0.03], [0.00, 0.00, 0.00], [0.02, 0.01, 0.00], [-0.02, -0.01, -0.04], [0.01, 0.00, 0.01], [0.00, -0.01, 0.01], [0.01, 0.00, 0.01], [-0.02, 0.00, 0.04]], "spin_multiplicity": 2, "total_charge": -1, "orbital_gap_ha": [0.2621, 0.2525], "largest_force_ev_per_a": 0.1, "homo_ev": [-5.502, -6.502], "e_above_lowest_ev": 0.000, "total_energy_ev": -66164.493}